{
  "formula": "C5H8O",
  "method": "ωB97M-V/def2-TZVPD",
  "elements": ["C", "C", "C", "C", "O", "C", "H", "H", "H", "H", "H", "H", "H", "H"],
  "xyz": [[-1.501679, 0.636083, -0.911542], [-0.286302, 0.001631, -0.370558], [0.292608, 0.502632, 0.878953], [1.490846, -0.302206, 1.306570], [1.966988, -1.412321, 1.200511], [0.170514, -1.117129, -0.918695], [-2.307480, 0.554949, -0.174423], [-1.835288, 0.181780, -1.849463], [-1.315836, 1.700298, -1.092559], [1.257172, -1.269258, -0.872309], [-0.410645, 0.364330, 1.711738], [0.548420, 1.567180, 0.833898], [2.082621, 0.218254, 2.074925], [-0.151938, -1.626223, -1.817047]],
  "atomic_forces_ev_per_a": [[-0.990, 0.387, 0.256], [-1.250, -1.312, -1.122], [0.689, -0.626, -0.491], [2.291, 0.210, 2.915], [-1.382, -0.084, -1.291], [2.625, 0.428, -1.710], [-0.201, 0.243, -0.122], [0.136, 0.043, 0.230], [-0.108, -0.039, 0.028], [-0.680, -0.830, 1.020], [-0.076, 0.173, -0.034], [0.132, -0.164, 0.203], [-0.173, 1.173, 0.148], [-1.012, 0.398, -0.029]],
  "homo_ev": -8.91,
  "de_lowest_kj_mol": 214.1,
  "smiles": "C=C(C)CC=O",
  "multiplicity": 1,
  "homo_lumo_gap_ev": 9.78
}

{
  "formula": "C4H11ClNNdO2Pd",
  "method": "ωB97M-V/def2-TZVPD",
  "elements": ["Nd", "Cl", "C", "C", "H", "H", "H", "H", "H", "H", "Pd", "C", "C", "H", "H", "H", "H", "H", "O", "N", "O"],
  "xyz": [[0.953961, -0.625011, -2.037162], [2.471888, -2.594422, -2.522543], [2.392106, 1.103776, -2.935115], [-0.446789, -0.966926, -3.966933], [2.186845, 1.422810, -3.974425], [2.337080, 1.971572, -2.256742], [3.402037, 0.646366, -2.909014], [-0.259407, -0.339988, -4.850629], [-1.515026, -0.882574, -3.711575], [-0.211953, -2.008032, -4.268223], [-0.414203, 0.353263, 0.317467], [-1.842926, -0.819432, 1.044410], [-0.904172, 1.393624, -1.229418], [-2.802915, -0.522809, 0.565239], [-1.625209, -1.891221, 0.852806], [-1.842837, -0.593604, 2.142652], [-1.962127, 1.217113, -1.575148], [-0.616714, 2.477035, -1.319971], [2.506677, -0.424035, 3.020491], [1.700784, 0.031226, 2.216466], [1.558100, -0.562030, 1.060767]],
  "atomic_forces_ev_per_a": [[-0.680, 1.317, 0.945], [0.931, -1.359, -0.249], [0.339, 0.116, -0.257], [-0.299, -0.438, -0.626], [0.046, -0.022, 0.347], [0.192, -0.066, -0.200], [-0.162, 0.363, 0.036], [-0.010, 0.038, 0.117], [0.069, -0.117, -0.098], [-0.287, 0.163, -0.002], [2.208, 0.808, 0.206], [-1.803, -1.013, 0.261], [-2.059, 1.422, -0.398], [0.288, -0.435, 0.553], [-0.263, 0.377, 0.285], [-0.143, -0.273, -0.612], [0.925, 0.338, -0.237], [0.025, -0.898, -0.380], [-0.101, -0.372, -0.811], [-0.407, 0.055, -0.741], [1.190, -0.003, 1.860]],
  "homo_ev": [0.74, -0.67],
  "s2": 8.763,
  "multiplicity": 6,
  "total_charge": -2,
  "homo_lumo_gap_ev": [4.68, 6.07]
}

{
  "formula": "C4H9NO2",
  "method": "ωB97M-V/def2-TZVPD",
  "elements": ["C", "C", "C", "C", "N", "O", "O", "H", "H", "H", "H", "H", "H", "H", "H", "H"],
  "xyz": [[0.516016, -0.334795, 0.012881], [-0.843625, 0.124344, 0.175723], [-1.981721, -0.676189, -0.912828], [0.770160, 1.607764, 0.352599], [1.079507, -1.089581, 1.017845], [-1.570126, 0.718911, -0.804394], [0.935328, -0.593969, -1.245095], [1.728093, -1.144099, -1.239004], [-1.225474, 0.126341, 1.193741], [1.840100, -1.724689, 0.822062], [0.725044, -0.954469, 1.952524], [-3.015149, -0.816202, -0.603546], [-1.684663, -1.085117, -1.874362], [1.124335, 1.904915, -0.630425], [1.576198, 1.617742, 1.083808], [0.025977, 2.319093, 0.698471]],
  "atomic_forces_ev_per_a": [[0.276, 3.923, 0.742], [-3.440, -4.739, -1.915], [1.068, 1.399, 1.651], [1.815, -1.016, -0.335], [-0.123, -0.333, 0.097], [0.241, 0.881, -0.368], [-0.033, -0.258, -0.213], [-0.078, 0.212, 0.037], [0.141, 0.345, -0.021], [-0.289, 0.329, 0.342], [0.359, -0.308, -0.201], [0.163, 0.014, -0.011], [0.165, -0.149, 0.332], [0.080, 0.146, -0.001], [0.243, -0.023, -0.055], [-0.589, -0.424, -0.084]],
  "homo_ev": -7.20,
  "de_lowest_kj_mol": 563.4,
  "multiplicity": 1,
  "homo_lumo_gap_ev": 7.70
}

{
  "formula": "H17O9",
  "method": "ωB97M-V/def2-TZVPD",
  "elements": ["O", "H", "H", "O", "H", "O", "H", "H", "O", "H", "H", "O", "H", "H", "O", "H", "H", "O", "H", "H", "O", "H", "H", "O", "H", "H"],
  "xyz": [[-0.650222, 3.671838, 0.892879], [-0.335664, 3.387789, 1.757000], [-0.145285, 3.142072, 0.266862], [0.362211, -0.953822, -3.748276], [0.062643, -0.299603, -3.114453], [0.327259, -3.402482, 1.053028], [0.115871, -2.536583, 0.654323], [1.293256, -3.369429, 0.999140], [0.503244, -0.105549, -0.918548], [0.907143, -0.991982, -0.824725], [-0.122242, -0.537695, 0.350555], [2.702409, 0.077529, 1.969295], [2.328836, -0.806747, 1.801354], [2.190565, 0.392742, 1.212607], [2.045876, 2.209402, -1.146467], [2.802751, 2.269344, -0.554007], [1.586343, 1.391354, -0.911439], [-0.699176, -0.841601, 1.118585], [-1.302694, -1.436951, 0.625820], [0.566690, -1.794366, -3.335027], [-2.687986, -1.179479, -1.085163], [-2.835769, -0.223609, -1.052480], [-1.759549, -1.233634, -1.334592], [-2.727475, 0.855168, 1.814793], [-1.845319, 0.503666, 1.629009], [-2.683709, 1.812633, 1.879928]],
  "atomic_forces_ev_per_a": [[-0.083, -0.218, 0.082], [0.038, 0.083, 0.030], [0.115, 0.131, -0.109], [0.164, 0.116, -0.656], [-0.017, -0.247, 0.266], [0.658, 0.687, -0.808], [-0.193, -0.764, 0.780], [-0.077, -0.570, 0.261], [0.091, -0.533, -0.178], [0.382, 0.083, -0.574], [-0.700, 0.603, 1.344], [-1.102, -0.993, -1.262], [0.735, -0.488, 1.322], [0.325, 1.520, 0.012], [-0.164, -0.051, 0.161], [0.034, 0.023, -0.046], [0.222, 0.276, -0.048], [0.662, -0.411, -1.361], [-0.717, 0.446, 0.635], [-0.165, 0.102, 0.292], [0.419, 0.156, 0.139], [-0.261, -0.112, 0.194], [-0.125, -0.089, -0.482], [-0.298, -0.093, -0.044], [-0.195, 0.339, 0.144], [0.251, 0.004, -0.095]],
  "homo_ev": [-11.29, -11.28],
  "de_lowest_kj_mol": 74.2,
  "s2": 0.756,
  "multiplicity": 2,
  "homo_lumo_gap_ev": [10.18, 5.63]
}

{
  "formula": "C7H11NO",
  "method": "ωB97M-V/def2-TZVPD",
  "elements": ["C", "C", "C", "C", "C", "C", "C", "O", "N", "H", "H", "H", "H", "H", "H", "H", "H", "H", "H", "H"],
  "xyz": [[0.159384, -1.649875, -0.335404], [0.370258, 1.572345, -0.769620], [2.314128, 0.356844, 0.525044], [-2.354783, -0.981258, -0.072106], [-0.420260, 0.690447, 0.195440], [1.185767, 0.381865, -0.470607], [-0.903160, -0.632693, -0.089602], [-0.876884, 1.256877, 1.379376], [0.754189, -0.670892, -1.245290], [-1.072392, 2.191593, 1.240471], [0.745157, -1.959818, 0.542071], [-0.202797, -2.532390, -0.864957], [0.681675, 2.519642, -0.329293], [-0.022936, 1.653716, -1.779394], [3.250941, 0.645932, 0.039844], [2.133681, 1.047164, 1.352294], [2.452184, -0.642192, 0.940989], [-2.570952, -1.795852, 0.626677], [-2.972683, -0.120137, 0.181621], [-2.650518, -1.331319, -1.067553]],
  "atomic_forces_ev_per_a": [[0.096, 0.085, 0.039], [0.000, -0.107, 0.031], [-0.038, -0.018, -0.009], [-0.060, -0.035, 0.032], [0.143, -0.034, -0.003], [-0.212, -0.165, 0.033], [0.405, 0.077, -0.216], [0.012, 0.024, -0.178], [-0.379, 0.214, 0.302], [0.028, -0.087, -0.013], [-0.013, 0.062, -0.052], [0.002, 0.035, 0.007], [-0.024, -0.054, 0.023], [0.021, -0.045, 0.046], [-0.063, -0.018, 0.022], [-0.011, -0.017, -0.036], [-0.016, 0.022, -0.025], [0.031, 0.053, -0.039], [0.033, -0.024, -0.012], [0.045, 0.031, 0.047]],
  "homo_ev": -7.87,
  "de_lowest_kj_mol": 423.4,
  "multiplicity": 1,
  "homo_lumo_gap_ev": 8.59
}

{
  "formula": "C5H10O",
  "method": "ωB97M-V/def2-TZVPD",
  "elements": ["O", "C", "C", "C", "C", "C", "H", "H", "H", "H", "H", "H", "H", "H", "H", "H"],
  "xyz": [[0.530009, 1.999321, -0.121831], [0.605748, 0.698103, -0.692663], [-0.795528, 0.116275, -0.917298], [-1.181483, -0.456322, 0.449166], [0.126122, -1.091440, 0.945616], [1.256662, -0.209655, 0.366871], [-0.137582, 2.489633, -0.616274], [1.187623, 0.730557, -1.626363], [-1.495264, 0.875290, -1.292800], [-0.754478, -0.684833, -1.666223], [-2.007227, -1.173672, 0.394274], [-1.481502, 0.358249, 1.117429], [0.171057, -1.161606, 2.036416], [0.211057, -2.113807, 0.558362], [1.704267, 0.439787, 1.125313], [2.060521, -0.815880, -0.059993]],
  "atomic_forces_ev_per_a": [[-0.218, 0.242, -0.076], [0.035, -0.331, -0.107], [-0.030, -0.030, -0.043], [-0.027, 0.017, 0.054], [0.010, -0.085, 0.050], [0.065, -0.009, -0.034], [0.154, 0.073, 0.075], [-0.085, 0.044, 0.176], [0.104, -0.136, 0.041], [0.054, 0.083, 0.096], [0.115, 0.137, 0.031], [0.022, -0.102, -0.077], [-0.020, 0.011, -0.145], [-0.018, 0.137, 0.024], [-0.061, -0.121, -0.095], [-0.099, 0.069, 0.031]],
  "homo_ev": -10.17,
  "de_lowest_kj_mol": 12.9,
  "smiles": "OC1CCCC1",
  "multiplicity": 1,
  "homo_lumo_gap_ev": 11.20
}

| no. | electronic energy (eV) |
| --- | --- |
| 1 | -7360.036 |
| 2 | -41184.676 |
| 3 | -9874.221 |
| 4 | -18699.404 |
| 5 | -10970.888 |
| 6 | -7394.632 |